C5H12O2 | ωB97M-V/def2-TZVPD

- 2S+1 = 1
- orbital gap (eV) = 9.89
- net charge = 0

Element x y z (Å)
C1 1.04938 -1.56522 -0.91540
C2 0.19838 -0.32870 -0.95980
O1 0.20390 0.49223 -1.83076
C3 -0.23008 0.27547 0.67991
C4 1.14964 0.64316 1.24038
C5 -1.07493 1.53855 0.55622
H1 1.04706 -2.01205 -1.91034
H2 0.65992 -2.26515 -0.17933
H3 2.07738 -1.30426 -0.66385
H4 -0.65806 -0.45485 1.37684
H5 1.06463 1.17484 2.18927
H6 1.69251 1.31277 0.57158
H7 1.79048 -0.21845 1.42023
H8 -1.15831 2.04959 1.51517
H9 -2.07367 1.30539 0.17998
H10 -0.62404 2.22049 -0.15775
O2 -1.62883 -1.36176 -1.10056
H11 -1.57306 -0.71975 -0.19353
H12 -1.91230 -0.78231 -1.81824


C15H22N6O3S | ωB97M-V/def2-TZVPD

- 2S+1 = 1
- orbital gap (eV) = 8.34
- net charge = 0

Element x y z (Å)
C1 -7.17646 -0.50578 0.96295
N1 -5.75892 -0.23040 1.04033
C2 -5.30544 0.60620 -0.05375
C3 -3.83651 0.97855 0.16531
N2 -3.04231 -0.22422 0.24496
C4 -2.17008 -0.69716 -0.66876
O1 -1.68120 -1.80707 -0.59432
C5 -1.78113 0.23194 -1.81292
S1 -0.94980 1.74642 -1.23548
C6 0.56543 1.04508 -0.77255
N3 0.91358 -0.19642 -1.05662
C7 2.13591 -0.33858 -0.50477
C8 2.54165 0.83725 0.10793
C9 3.80252 0.95564 0.76743
O2 4.25297 1.93622 1.33227
N4 4.52168 -0.24102 0.70213
C10 5.82477 -0.21435 1.34718
C11 4.13588 -1.43847 0.10895
O3 4.84443 -2.42170 0.12976
N5 2.90136 -1.45760 -0.50349
C12 2.41199 -2.67108 -1.12294
N6 1.50100 1.72646 -0.07699
C13 1.44878 3.09047 0.36698
C14 -3.49861 -1.09614 1.30912
C15 -4.96937 -1.44820 1.09606
H1 -7.47180 -1.08885 1.83352
H2 -7.72266 0.43618 0.97297
H3 -7.45382 -1.06416 0.05528
H4 -5.91024 1.51537 -0.07275
H5 -5.41116 0.09555 -1.03008
H6 -3.49087 1.63662 -0.62853
H7 -3.74837 1.50810 1.11993
H8 -2.64318 0.55447 -2.39539
H9 -1.06919 -0.29907 -2.44331
H10 6.45950 0.52337 0.85614
H11 6.26392 -1.20506 1.26909
H12 5.70535 0.07111 2.39207
H13 2.66079 -2.68085 -2.18541
H14 1.33040 -2.70244 -1.00426
H15 2.88630 -3.52097 -0.63638
H16 0.56304 3.24978 0.98461
H17 2.34919 3.28992 0.94576
H18 1.40404 3.76663 -0.48905
H19 -2.88210 -1.99542 1.30106
H20 -3.38290 -0.57286 2.26289
H21 -5.32224 -2.05413 1.93277
H22 -5.06922 -2.04123 0.16866


C3H6N2S | ωB97M-V/def2-TZVPD

- 2S+1 = 1
- orbital gap (eV) = 10.05
- net charge = 0

Element x y z (Å)
H1 1.35919 -1.44995 -0.31516
N1 1.85171 -0.59773 -0.11099
C1 0.94355 0.23883 -0.26562
N2 1.09809 1.59178 0.01060
C2 -0.50709 -0.27463 -0.64359
C3 -1.27854 -0.88089 0.43227
S1 -1.94604 0.73037 -0.19557
H2 0.15251 1.96177 0.20887
H3 1.67978 1.84456 0.80837
H4 -0.41240 -0.75744 -1.63851
H5 -2.09500 -1.55811 0.27228
H6 -0.84577 -0.84856 1.43705


C2H3N3OS | ωB97M-V/def2-TZVPD

- 2S+1 = 1
- orbital gap (eV) = 8.50
- net charge = 0

Element x y z (Å)
C1 0.56669 -0.93397 0.85497
C2 -0.42964 0.57291 -0.36471
H1 2.05989 -0.30319 2.17910
H2 -0.55187 -0.92412 -1.89752
H3 0.27593 -2.48724 -0.40873
N1 0.02977 0.21044 1.03379
N2 -0.44239 -0.71650 -0.85104
N3 0.42156 -1.54903 -0.23449
O1 1.47527 -1.37829 1.81228
S1 -0.90444 1.95580 -1.05940


C23H23IrN4OS | ωB97M-V/def2-TZVPD

- 2S+1 = 2
- orbital gap (alpha / beta) (eV) = 5.95 / 4.34
- net charge = +3
- <S²> = 0.840

Element x y z (Å)
Ir1 -0.58071 -0.02802 -1.35936
N1 -3.13073 3.04929 -2.74072
C1 -2.11827 2.26529 -2.45957
S1 -2.37077 0.48912 -2.48762
N2 -0.91409 2.74583 -2.24496
N3 -0.04598 1.78298 -1.92862
C2 1.25494 2.02783 -1.99743
C3 1.76006 3.32904 -2.41055
C4 2.72933 3.46389 -3.43367
C5 3.11474 4.71928 -3.79931
C6 2.59095 5.87809 -3.12789
C7 1.65171 5.76058 -2.09598
C8 1.23544 4.51163 -1.73402
C9 2.10065 0.87380 -1.71299
C10 3.48010 0.90309 -1.71571
C11 4.18524 -0.28392 -1.51284
C12 3.48670 -1.45993 -1.31506
C13 2.10058 -1.41864 -1.27739
N4 1.43211 -0.27627 -1.45746
H1 -4.04218 2.67528 -2.96691
H2 -3.01485 4.05455 -2.76606
H3 3.12269 2.60643 -3.96336
H4 3.81250 4.86643 -4.61330
H5 2.95636 6.84749 -3.44541
H6 1.27323 6.63276 -1.58028
H7 0.55521 4.36812 -0.90687
H8 4.00607 1.83258 -1.87894
H9 5.26732 -0.27932 -1.51636
H10 3.99595 -2.40133 -1.16411
H11 1.50608 -2.29766 -1.07505
C14 -2.49775 -5.10209 5.07971
C15 -2.16879 -4.06258 4.06634
C16 -2.87558 -2.85161 4.00869
C17 -2.59407 -1.89472 3.07137
C18 -3.40042 -0.62453 3.07369
C19 -1.53830 -2.15203 2.11444
C20 -1.35981 -1.20153 1.14214
O1 -0.47298 -1.25993 0.15312
C21 -0.78735 -3.38900 2.18793
C22 0.34099 -3.71357 1.25497
C23 -1.12677 -4.29516 3.14857
H12 -3.28405 -4.78953 5.76096
H13 -1.60470 -5.36144 5.65291
H14 -2.81074 -6.01861 4.57216
H15 -3.66322 -2.67812 4.73058
H16 -4.06206 -0.60622 3.93524
H17 -4.02938 -0.54984 2.18353
H18 -2.76685 0.26188 3.13328
H19 -1.99942 -0.32210 1.14544
H20 -0.02631 -3.83129 0.23266
H21 0.81574 -4.64473 1.55246
H22 1.09257 -2.92352 1.26809
H23 -0.58113 -5.22803 3.21949


C7H14O3 | ωB97M-V/def2-TZVPD

- 2S+1 = 1
- orbital gap (eV) = 10.42
- net charge = 0

Element x y z (Å)
C1 0.76743 2.75902 1.34920
C2 0.61045 1.40877 0.71234
C3 1.83644 0.58035 0.97464
C4 -0.72290 0.82033 1.06904
C5 0.40538 1.49534 -0.82973
O1 0.14468 0.58994 -1.55147
H1 1.61704 3.35810 0.91934
H2 -0.05947 3.38620 1.23660
H3 0.82299 2.44420 2.40826
H4 2.13158 0.53251 2.04861
H5 2.66297 1.03162 0.42935
H6 1.64239 -0.44767 0.56033
H7 -0.99019 -0.12664 0.68269
H8 -0.64783 0.74932 2.13701
H9 -1.38439 1.65866 0.65613
H10 0.62152 2.61668 -1.14674
C6 -1.56954 -3.74412 -1.37529
C7 -0.89789 -2.35024 -1.22619
O2 -0.36464 -1.90126 -0.25523
O3 -1.07537 -1.63468 -2.35349
H11 -2.57879 -3.76851 -1.62632
H12 -1.05186 -4.39432 -2.12060
H13 -1.46952 -4.20561 -0.38185
H14 -0.45047 -0.85800 -2.31663


C11H10BrN3 | ωB97M-V/def2-TZVPD

- 2S+1 = 1
- orbital gap (eV) = 6.20
- net charge = 0

Element x y z (Å)
C1 -2.68567 -2.03106 -0.67230
C2 0.06075 1.29419 3.42013
C3 -0.91057 0.80134 2.56965
C4 0.95177 1.21443 1.54627
C5 0.65537 -2.22021 -1.11299
C6 0.77627 -0.90134 -1.67824
C7 -0.37833 -2.54269 -0.30289
C8 -0.01853 0.12747 -1.31823
C9 -1.50144 -1.49566 0.00222
C10 -1.15200 -0.07012 -0.48318
C11 0.15025 1.56523 -1.88199
N1 -3.61819 -2.56868 -1.06053
N2 1.18205 1.54945 2.76540
N3 -0.24834 0.70198 1.38375
Br1 -2.64996 1.10049 -0.49430
H1 0.16853 1.65650 4.47145
H2 -1.88975 0.42063 2.55444
H3 1.82651 1.25705 0.83172
H4 1.51190 -2.93279 -1.35985
H5 1.63004 -0.62342 -2.23599
H6 -0.60237 -3.56309 0.12700
H7 -1.74352 -1.60682 1.06991
H8 1.16725 1.75196 -1.63418
H9 -0.43520 2.33289 -1.45185
H10 0.00130 1.55605 -2.93128


Looking at energy above the lowest of the compared OMol25 structures with the same formula, charge and spin for the records above, in order, we have 2.126 0.045 1.371 2.905 0.000 1.436 2.276 eV.